{
  "formula": "C27H29AsN4O3SZn",
  "method": "wB97M-V/def2-TZVPD",
  "elements": ["O", "C", "O", "H", "C", "C", "C", "C", "C", "H", "H", "H", "C", "C", "H", "C", "S", "C", "N", "H", "C", "H", "H", "H", "C", "H", "As", "H", "O", "C", "C", "H", "H", "C", "H", "H", "H", "H", "Zn", "C", "H", "H", "N", "H", "C", "C", "C", "H", "N", "C", "H", "C", "C", "H", "C", "N", "C", "H", "H", "C", "H", "C", "H", "H", "H", "C"],
  "xyz": [[-0.54246, 0.62028, -2.59801], [1.75946, -2.01990, 1.40811], [0.38987, 1.40003, 2.36602], [-3.21386, 2.17521, 3.70744], [-4.06575, -0.59138, -1.56479], [-2.35993, 0.40374, -0.44580], [2.11033, -2.83173, -1.51677], [-1.03234, 5.48471, -3.96321], [3.12926, -1.92559, 1.66686], [0.39101, 4.34268, -1.09230], [0.16837, 6.41804, -2.44708], [-1.76721, -0.95317, 3.14815], [2.69424, -2.69802, -2.78069], [1.34992, -1.67391, -0.99599], [-0.42746, 7.33333, -4.55617], [1.15980, -1.28532, 0.27432], [-0.44089, 1.66122, -1.61136], [-0.31488, 5.50034, -2.76106], [-3.22704, 0.42837, -1.46640], [-0.08973, -2.86161, 2.09168], [-4.11490, -1.62133, -0.63662], [2.56819, -1.76214, -3.31344], [-0.31466, -0.99592, 4.16678], [3.37241, -3.97375, 4.35747], [2.92237, -3.41827, 3.54441], [0.69249, 1.80363, 5.35258], [-0.84989, 1.33466, 3.45057], [-2.28267, 3.18249, 2.55518], [0.86989, 1.84283, -0.98330], [-1.53291, 3.15365, -3.61082], [3.57700, -4.92848, -2.67200], [-2.88684, 1.59456, 2.05029], [4.77042, -2.54421, 2.89330], [-1.25451, -0.47738, 3.98291], [-4.73676, -0.56545, -2.41759], [3.87953, -3.59374, -4.32426], [0.93800, -1.06359, -1.78961], [-3.29785, -2.19789, 1.27093], [0.22950, 0.43822, 0.60209], [2.98377, -5.08590, -1.42814], [3.73183, -1.29505, 1.02429], [-2.23807, 4.28877, -5.28297], [-1.13544, 6.63881, -4.71995], [-1.37432, 6.51960, -5.68942], [1.55534, -3.49552, 3.31783], [-1.66385, 4.30291, -4.36448], [3.42743, -3.72583, -3.34870], [0.93197, -4.10271, 3.96431], [-2.41531, -0.47975, 0.57561], [3.70358, -2.61935, 2.72018], [-4.78486, -2.46097, -0.73955], [0.97933, -2.79593, 2.26731], [-2.49913, 2.16903, 2.88641], [-1.97627, 2.21752, -3.92404], [2.26308, -4.05060, -0.85203], [-1.38468, 1.37033, -0.32016], [-3.28013, -1.48055, 0.45596], [3.08050, -6.02842, -0.90262], [-1.87913, -0.48961, 4.87417], [-0.22749, 2.28453, 5.02611], [1.80184, -4.19360, 0.11441], [-0.19132, 4.35374, -2.00405], [-0.00764, 3.30797, 4.72916], [4.14211, -5.73862, -3.11536], [-0.96289, 2.27136, 5.82795], [-0.79976, 3.18264, -2.43408]],
  "homo_ha": -0.2746,
  "total_charge": 0,
  "max_force_ev_per_a": 1.31,
  "total_energy_ha": -5904.30555
}

***

{
  "formula": "C2H5BrN2O",
  "method": "wB97M-V/def2-TZVPD",
  "elements": ["C", "H", "N", "N", "H", "H", "C", "H", "Br", "H", "O"],
  "xyz": [[0.23645, -0.98555, 1.21903], [-0.68630, -1.43794, 1.10516], [-1.21087, 0.87460, -0.53347], [-0.18776, 0.15213, -0.95302], [0.00360, -0.25654, 1.91987], [-1.65671, 1.32451, -1.30820], [0.76221, -0.32174, -0.10601], [-1.16943, 1.16090, 0.37620], [1.23789, 1.88072, -2.80316], [0.79314, -1.79817, 1.53611], [1.87777, -0.59290, -0.45252]],
  "homo_ha": [-0.3647, -0.3349],
  "total_charge": 0,
  "max_force_ev_per_a": 4.01,
  "total_energy_ha": -2837.84843,
  "relative_energy_kcal_mol": 64.0
}

***

{
  "formula": "C20H28F4O16",
  "method": "wB97M-V/def2-TZVPD",
  "elements": ["C", "H", "C", "H", "H", "F", "C", "C", "O", "H", "O", "H", "C", "H", "H", "C", "H", "H", "C", "C", "H", "O", "C", "H", "O", "H", "H", "H", "F", "H", "O", "C", "C", "F", "C", "C", "O", "H", "H", "C", "H", "C", "O", "O", "H", "O", "H", "C", "H", "H", "H", "H", "H", "C", "O", "H", "H", "O", "O", "C", "O", "O", "C", "F", "C", "H", "O", "O"],
  "xyz": [[-0.85372, -0.50573, -3.88339], [-3.52099, 2.06199, 2.39103], [-0.60600, -0.77528, -5.34044], [-1.28090, -0.98631, -1.31825], [2.96932, -1.81014, -1.32508], [-2.70800, 2.92489, 0.81262], [3.55543, -2.53886, -0.76515], [0.15816, 3.22339, 3.17684], [2.47003, -0.32873, 0.53176], [-0.05176, -4.08061, -2.02087], [-1.80631, -1.30810, -3.30062], [5.08463, 0.01600, 1.91906], [-2.96194, 0.17686, -1.71359], [-3.31787, 0.24952, -0.68590], [-1.05712, -1.75845, -5.47445], [0.11030, -3.88971, 0.06921], [4.26471, -1.27768, 2.88779], [1.61546, 0.35515, 0.87327], [-3.70960, 0.83884, 0.48218], [0.72404, -1.90294, -0.65938], [-3.11015, 0.02979, 0.89955], [2.18419, 5.51578, 4.92416], [-1.07219, 1.64116, 1.75694], [-3.87712, 0.17640, -2.30565], [1.74853, 4.79613, 2.80277], [-0.24372, 0.46737, -0.96601], [0.97229, 3.55632, 1.25936], [2.93493, -3.33453, -0.35286], [-0.23632, 5.06179, 1.70445], [0.48389, -0.77874, -5.35536], [1.36127, -2.74535, -1.39686], [4.13465, -0.42270, 2.22431], [-5.78819, 1.75906, 1.00392], [1.14214, 2.05250, -0.12622], [-3.62162, 2.12928, 1.30778], [0.77399, 1.02452, 0.69443], [-1.44173, 1.06753, 0.64809], [-2.69527, -2.01784, -1.56252], [-0.47718, -0.71694, 0.39648], [0.68287, 4.17983, 2.10527], [-0.91821, 3.09430, 3.06342], [1.56273, 4.79412, 4.10484], [-5.09401, 0.56832, 0.72056], [0.78413, -0.65777, -0.78825], [5.24403, -2.55805, -1.95733], [0.24598, 1.48311, 1.92340], [3.56243, 0.38566, 2.67952], [-0.36344, 0.32813, 0.10841], [4.19364, -3.87992, -2.39168], [-2.40678, 1.09470, -1.90719], [0.70997, 2.29483, 3.03061], [1.33593, -4.93220, -1.29337], [-3.48582, 0.92154, -0.58139], [-2.16936, -1.13724, -1.93139], [4.14282, -1.90760, 0.32942], [-0.72839, -4.56241, 0.24853], [-1.10414, 0.02235, -5.89158], [-4.91799, 2.70452, 1.15018], [-1.75176, 2.27565, 2.54769], [3.48150, -0.90926, 0.96275], [0.51918, 3.98604, 4.33538], [-0.08743, -2.49847, 0.11916], [0.74093, -4.01910, -1.27525], [1.09524, -4.22057, 0.97265], [4.53451, -3.27794, -1.54935], [5.13218, -3.89840, -0.88159], [-0.19951, 0.37706, -3.35061], [-6.99135, 2.00302, 1.18381]],
  "homo_ha": -0.3267,
  "total_charge": 0,
  "max_force_ev_per_a": 12.50,
  "total_energy_ha": -2381.50665
}

***

{
  "formula": "C26H29InN5S3Sb",
  "method": "wB97M-V/def2-TZVPD",
  "elements": ["H", "C", "H", "Sb", "H", "S", "C", "C", "H", "C", "H", "H", "C", "C", "C", "C", "C", "C", "S", "H", "C", "H", "H", "C", "N", "H", "H", "C", "H", "C", "H", "C", "C", "C", "H", "C", "H", "H", "N", "H", "C", "C", "H", "H", "H", "H", "C", "H", "H", "H", "C", "S", "N", "C", "H", "H", "C", "N", "In", "C", "H", "C", "H", "H", "N"],
  "xyz": [[-4.24170, 2.14214, 3.04916], [-2.45476, 1.90491, 1.88466], [-3.55883, 0.39148, 4.70263], [1.79495, -3.33051, 4.08602], [-4.82773, 1.63347, -1.09650], [2.16206, -0.96304, 4.54023], [2.94154, 0.71589, 0.09509], [6.39772, 0.54038, -1.32254], [-1.40790, -3.36760, 0.77206], [-1.26203, 1.21620, 1.78562], [6.30049, -0.66417, 1.01313], [7.08492, 1.32842, -3.17812], [-1.81148, -1.78940, -0.66868], [-3.30301, 1.61465, 2.94384], [4.04984, 0.90563, -0.83267], [-2.93039, 0.64881, 3.86241], [-1.65558, -3.23893, -0.28271], [-2.34259, 0.80722, -1.58953], [1.34202, -2.96782, 1.70516], [4.88317, 2.24463, -3.82715], [4.35318, -0.45573, 1.52422], [0.53225, 0.15764, -3.30974], [-0.50769, 2.24627, -0.04023], [-0.21486, 0.84249, -2.91819], [5.40836, -0.28488, 0.73534], [-3.22025, 2.20088, -2.99656], [0.46789, -2.16103, -2.82663], [3.90727, 1.57680, -2.05037], [-2.70960, 2.64551, 1.13858], [0.45591, -1.77057, -1.80546], [-4.54643, -1.10742, 1.21123], [-2.61070, 2.20702, -2.08869], [-3.96351, -1.81883, 0.62818], [-3.27016, 0.15509, -0.77099], [-1.37639, -0.76612, 4.38290], [6.23662, 1.20752, -2.51843], [-4.67332, -2.43029, 0.06273], [-3.45339, -2.48044, 1.32667], [-0.90757, 0.28036, 2.67921], [-0.88990, -3.74189, -0.86525], [-4.61560, 0.77005, -0.47257], [-0.86545, -1.12124, -1.46576], [-4.70835, 1.08474, 0.57188], [-1.69098, 2.73544, -2.33316], [-0.76237, 1.24260, -3.77220], [-2.59279, -3.76832, -0.45952], [4.99200, 1.72543, -2.88537], [4.49896, -1.00552, 2.44871], [2.93625, 1.97163, -2.31429], [0.32552, 1.67134, -2.45213], [-0.28375, 1.51377, 0.72787], [-0.58047, -3.37941, 3.96931], [3.16664, 0.00006, 1.25733], [-2.98410, -1.12253, -0.28517], [-5.41178, 0.04554, -0.64649], [7.36074, 0.13597, -1.03721], [-1.15656, 0.15922, -1.95321], [1.77745, 1.21544, -0.17921], [1.17039, -0.63179, 2.36046], [5.29790, 0.39148, -0.48420], [0.68935, -2.59244, -1.13469], [-1.71618, -0.00021, 3.69821], [1.27357, -1.05094, -1.72644], [-3.13999, 2.81098, -1.35074], [0.84118, 0.92395, 0.77795]],
  "spin_multiplicity": 2,
  "homo_ha": [-0.3892, -0.3892],
  "total_charge": 1,
  "max_force_ev_per_a": 0.27,
  "total_energy_ha": -2906.80777,
  "relative_energy_kcal_mol": 0.0
}